Here is a structure of composition C36H60F3N7O9P2RbS from the Open Molecules 2025 dataset. Energies are from ωB97M-V/def2-TZVPD.

```
119
C36H60F3N7O9P2RbS, DFT ωB97M-V/def2-TZVPD
Rb 0.27574 -0.66775 0.87391
N 2.41087 1.45977 -3.47774
N 1.58606 2.25945 -2.74462
C 1.23333 1.94122 -1.39514
O 0.12401 2.36940 -0.99318
O 2.05697 1.16985 -0.75991
H 3.01772 1.00664 -2.78660
H 1.73335 0.66683 -3.94828
H 0.93828 2.84921 -3.27007
C -3.95811 -1.51833 1.35600
C -4.56453 -1.28096 -0.00039
C -6.06156 -1.27468 -0.00601
O -4.35082 0.19569 -0.39944
P -3.00358 0.76822 -0.99167
O -1.86265 -0.14852 -0.95042
C -2.71424 2.36258 -0.17541
P -2.51047 2.18493 1.63976
O -1.74309 0.98957 2.05438
O -4.04606 2.28238 2.13612
C -4.41121 3.06649 3.36765
C -5.92172 2.94814 3.36069
C -3.80648 2.46415 4.63119
O -1.79979 3.50203 2.23869
C -0.30426 3.56810 2.24389
C 0.12554 4.99173 1.95993
C 0.26371 3.11067 3.60155
O -3.29305 1.25600 -2.53046
C -4.60337 1.75057 -2.97187
C -4.40063 3.22059 -3.23786
C -5.03659 0.96364 -4.16433
H -4.24744 -2.50358 1.76194
H -4.33859 -0.74291 2.05715
H -2.85488 -1.45837 1.31046
H -4.11476 -1.88068 -0.81334
H -6.42705 -0.59842 0.80673
H -6.51579 -2.27039 0.16386
H -6.42174 -0.89753 -1.00973
H -3.47863 3.08968 -0.42962
H -1.74389 2.71795 -0.57639
H -4.08137 4.07896 3.11604
H -6.21656 2.00926 3.94596
H -6.36318 2.80532 2.37092
H -6.45135 3.81971 3.83588
H -4.13813 1.41010 4.72105
H -4.13706 3.03346 5.51049
H -2.70125 2.55451 4.57148
H 0.03119 2.89448 1.43581
H -0.30705 5.71182 2.72824
H -0.12001 5.31702 0.92676
H 1.21739 5.05996 1.99413
H -0.05408 3.76260 4.43611
H 1.36380 3.19684 3.51219
H -0.01886 2.02785 3.74861
H -5.33542 1.61444 -2.16394
H -3.68903 3.39413 -4.12226
H -4.00929 3.73546 -2.38157
H -5.37396 3.61990 -3.42525
H -4.32494 1.12377 -5.00224
H -6.01531 1.40031 -4.50811
H -5.15950 -0.12462 -3.91918
F 7.49103 -4.81711 -2.69826
C 7.53843 -4.23084 -1.46113
F 7.76919 -5.20811 -0.49730
F 8.67637 -3.48401 -1.45112
C 6.30607 -3.44898 -1.15876
C 5.11082 -3.61260 -1.78545
C 4.04322 -2.78203 -1.41907
N 4.17105 -1.76072 -0.61734
C 5.34041 -1.66446 0.01772
C 6.45294 -2.44605 -0.17851
H 4.99008 -4.36534 -2.54931
H 3.07854 -2.98987 -1.79047
H 5.43571 -0.80430 0.70661
H 7.36212 -2.37187 0.40864
C 2.92804 -1.99586 5.98781
C 1.79550 -2.63136 5.53237
C 1.49055 -2.58697 4.17155
N 2.21535 -1.85479 3.31569
C 3.31218 -1.20964 3.75561
C 3.67775 -1.26094 5.10466
H 3.11565 -2.05037 7.06303
H 1.19951 -3.18349 6.20962
H 0.59610 -3.01423 3.77407
H 3.86788 -0.60621 3.05280
H 4.49563 -0.60336 5.46576
C 5.02057 3.89818 -1.37719
N 4.46885 3.10979 -0.31060
C 4.96479 3.31142 0.91966
N 5.88791 4.33244 1.13543
S 4.51017 2.25682 2.12521
H 4.85471 3.38528 -2.32632
H 6.07537 4.08486 -1.22078
H 4.47798 4.85655 -1.34502
H 3.79509 2.31378 -0.37462
H 5.68344 5.22074 0.66300
H 5.93977 4.46202 2.12661
C -0.08372 -2.41099 -6.00166
C 1.02657 -1.73839 -6.51522
C 1.66355 -0.71360 -5.77344
C 1.25236 -0.45458 -4.42300
C 0.17710 -1.18116 -3.95775
C -0.49213 -2.15706 -4.73762
H -0.51128 -3.14760 -6.68689
H 1.34923 -2.03402 -7.48092
H 2.44283 -0.02814 -6.19135
H -0.34712 -0.87589 -3.03486
H -1.22187 -2.82734 -4.27967
C -2.32876 -5.75986 -0.52878
N -1.03386 -5.26517 0.02789
C 0.06641 -6.21120 0.32015
C -0.90453 -4.02020 0.48932
O 0.14309 -3.57504 0.97941
H -2.79796 -6.40237 0.21482
H -2.10670 -6.27626 -1.46018
H -2.99970 -4.89873 -0.71932
H -0.37289 -7.18554 0.65517
H 0.71034 -5.70834 1.07667
H 0.67463 -6.35439 -0.56851
H -1.79099 -3.38113 0.35861
```

Output
HOMO level: -0.9 eV
Frontier orbital gap: 0.08947 Eh
ΔE to the lowest compared entry with this formula, charge and spin: 1.285 eV
Charge: -1
E_tot: -105388.8059 eV

These are the Löwdin partial charges, in e, on atoms 1 to 4: Rb 0.758; N -0.104; N -0.088; C -0.725